P.
Below is a 2-piece molecular cluster, CH4O3S overall, with properties calculated with wB97M-V/def2-TZVPD.

CARTESIAN COORDINATES (ANGSTROEM)
C: -0.9737 -1.0362 0.2241
O: 1.6466 1.0549 0.4970
O: 0.5408 1.2525 -0.4564
O: 0.7460 1.0644 -1.7208
S: -0.3990 -1.6219 -1.3950
H: -0.6226 -1.5941 0.9839
H: -2.0231 -0.8460 0.2939
H: -0.4453 -0.0759 0.4894
H: 1.5303 1.8021 1.0838

The highest occupied orbital energy (alpha / beta) is -9.2118 / -8.8164 eV. The calculation puts the frontier orbital gap (alpha / beta) at 7.8 / 7.2 eV. Its molar mass is 96.11 g/mol.


Q.
Below is a 2-piece molecular cluster, CH4O3S overall, with properties calculated with wB97M-V/def2-TZVPD.

CARTESIAN COORDINATES (ANGSTROEM)
C: 0.4789 0.2833 1.4317
O: -4.3814 1.0420 -1.1338
O: -4.2847 -0.9471 0.5030
O: -3.2798 -1.1192 -0.5002
S: -3.6168 0.3793 -0.1621
H: -0.1705 -0.4931 1.0985
H: 1.5798 0.2401 1.0946
H: -0.0064 1.1967 1.1720
H: 0.5060 0.4827 2.5415

The highest occupied orbital energy is -11.6329 eV. The calculation puts the frontier orbital gap at 11.6 eV. Its molar mass is 96.11 g/mol.


Computed energies relative to the best structure, in hartree: P 0.1387; Q 0.0000


P.
Below is CH4O3S as an isolated structure, with properties calculated with wB97M-V/def2-TZVPD.

CARTESIAN COORDINATES (ANGSTROEM)
C: 0.5439 0.9092 0.3972
O: -3.0118 -1.3557 -0.5873
O: -3.2008 0.8412 0.4685
O: 0.1269 0.9615 -0.7761
S: -2.3262 -0.1439 -0.1333
H: 1.1041 1.6724 0.9991
H: 0.5851 -0.1469 0.8976
H: -1.7783 -0.2414 3.6923
H: -1.4290 -0.9801 3.6227

The highest occupied orbital energy is -10.8907 eV. The calculation puts the frontier orbital gap at 9.7 eV. Its molar mass is 96.11 g/mol.


Q.
Below is a 2-piece molecular cluster, CH4O3S overall, with properties calculated with wB97M-V/def2-TZVPD.

CARTESIAN COORDINATES (ANGSTROEM)
C: -0.0817 0.1606 -0.5586
O: 0.5657 1.0195 -1.3065
O: 1.5376 -0.9387 0.7014
O: -0.8334 0.6540 0.4135
S: -1.4993 -0.3793 1.5647
H: -0.2740 -0.8112 -0.9895
H: 0.6940 1.8620 -0.8432
H: 2.3452 -0.6724 0.2596
H: -2.4540 -0.8945 0.7587

The highest occupied orbital energy is -8.5220 eV. The calculation puts the frontier orbital gap at 8.4 eV. Its molar mass is 96.11 g/mol.


Computed energies relative to the best structure, in hartree: P 0.0000; Q 0.0378